(1)
DFT (ωB97M-V/def2-TZVPD) results for a molecular structure, C61H50CrN2P3SSi at a distorted geometry.

```
119
Properties=species:S:1:pos:R:3
Cr -0.10866 0.13209 -0.18422
C -2.59279 -0.30493 -6.06952
C -1.34045 -0.58301 -5.54548
C -1.17103 -0.71404 -4.17764
C -2.24364 -0.53957 -3.30005
C -3.50847 -0.30792 -3.84223
C -3.67719 -0.19660 -5.21207
P -1.91681 -0.73382 -1.48855
C -3.58485 -0.42136 -0.82046
C -4.29375 -1.34533 -0.06171
C -5.60301 -1.07843 0.29729
C -6.21220 0.10211 -0.09439
C -5.48880 1.05188 -0.79917
C -4.17780 0.79702 -1.14890
C -1.90367 -2.55346 -1.33914
C -2.59228 -3.34415 -2.25244
C -2.75549 -4.69608 -2.00800
C -2.23605 -5.25139 -0.85083
C -1.52840 -4.46290 0.03710
C -1.34346 -3.10639 -0.18594
Si -0.49956 -1.90217 1.04575
C 1.28014 -2.60129 1.21031
C 1.56539 -3.94136 1.43353
C 2.79277 -4.48042 1.08492
C 3.73200 -3.69292 0.44325
C 3.51948 -2.32996 0.31427
C 2.32360 -1.77382 0.75129
P 2.01207 0.01758 0.94501
C 2.58783 0.21935 2.67704
C 3.09123 1.46299 3.04978
C 3.61743 1.65453 4.31214
C 3.65403 0.60606 5.21415
C 3.12458 -0.62374 4.85938
C 2.58383 -0.81819 3.60101
C 3.45623 0.88371 0.21727
C 4.77476 0.56781 0.54482
C 5.82006 1.22625 -0.07499
C 5.56390 2.23111 -0.99486
C 4.25945 2.61573 -1.25518
C 3.21291 1.95188 -0.63976
C -1.79693 -1.79894 2.44820
C -2.81362 -2.71419 2.67555
C -3.88487 -2.38620 3.49034
C -3.96447 -1.13263 4.07442
C -2.93901 -0.22049 3.89476
C -1.86456 -0.55600 3.08537
P -0.39746 0.49266 2.83381
C -0.96706 1.66982 1.54778
C -2.31401 1.88865 1.20106
C -2.67327 2.99176 0.45059
C -1.71374 3.90605 0.02114
C -0.37998 3.71569 0.35961
C -0.00420 2.61269 1.11220
C -0.50874 1.51162 4.35191
C -0.02296 0.86827 5.48823
C -0.06614 1.49189 6.71900
C -0.59169 2.77088 6.82275
C -1.05033 3.42343 5.69097
C -1.00555 2.80477 4.45244
H -2.73141 -0.19572 -7.13620
H -0.49520 -0.71557 -6.20777
H -0.19622 -0.97388 -3.78844
H -4.37713 -0.22462 -3.20385
H -4.66750 -0.03549 -5.61250
H -3.83082 -2.27604 0.23267
H -6.15356 -1.81085 0.86741
H -7.25050 0.27637 0.14209
H -5.95633 1.98011 -1.09109
H -3.60667 1.52442 -1.71570
H -3.01259 -2.90468 -3.14498
H -3.30596 -5.30469 -2.70767
H -2.39185 -6.29774 -0.63656
H -1.13000 -4.91103 0.93344
H 0.81661 -4.57686 1.88295
H 2.99897 -5.52500 1.27184
H 4.64129 -4.13019 0.05843
H 4.27159 -1.71580 -0.15870
H 3.09851 2.27986 2.33985
H 4.00917 2.62301 4.58216
H 4.09760 0.74916 6.18743
H 3.13649 -1.43778 5.56776
H 2.16668 -1.77888 3.33471
H 4.98231 -0.17790 1.30035
H 6.84011 0.94617 0.15153
H 6.37711 2.72794 -1.49905
H 4.05525 3.42251 -1.94504
H 2.19131 2.26497 -0.82261
H -2.77891 -3.69005 2.21399
H -4.67186 -3.10524 3.65961
H -4.81978 -0.86926 4.67791
H -2.98209 0.74997 4.36839
H -3.07449 1.21330 1.57052
H -3.71520 3.17035 0.22944
H -2.01136 4.78467 -0.53087
H 0.36122 4.45331 0.08218
H 1.00343 2.54832 1.51034
H 0.37991 -0.13164 5.38789
H 0.30321 0.98495 7.59757
H -0.64632 3.25541 7.78672
H -1.45559 4.42103 5.77703
H -1.36651 3.32279 3.57468
N 0.20642 2.42019 -2.54168
C 1.12646 1.58079 -3.06515
S 1.39569 0.10219 -2.31373
N 1.77548 1.99526 -4.16039
C 2.66737 1.28344 -4.99011
C 3.55692 0.32949 -4.51365
C 4.36845 -0.34704 -5.40713
C 4.31412 -0.06551 -6.76063
C 3.45650 0.91619 -7.22780
C 2.63792 1.59334 -6.34737
H -0.31957 2.11548 -1.72193
H 0.04489 3.34392 -2.90860
H 1.42447 2.84286 -4.59054
H 3.61851 0.11538 -3.46026
H 5.05384 -1.09648 -5.04305
H 4.94250 -0.60299 -7.45156
H 3.42695 1.15018 -8.28088
H 1.96545 2.35701 -6.71630
```

Summary:
orbital gap (spin up / spin down): 7.17 / 7.24 eV
electronic energy: -5220.0970 Ha
net charge: +1
M: 1016.156 g mol⁻¹
maximum force: 1.81 eV/A
multiplicity: 5
LUMO (spin up / spin down): -2.14 / -2.24 eV


(2)
DFT (ωB97M-V/def2-TZVPD) results for a molecular structure, C61H53IN5O8P2SSeTl.

```
133
Properties=species:S:1:pos:R:3
Tl -0.77275 0.39806 -1.09066
O -4.46890 2.71918 -0.33194
S -3.12902 2.40938 0.21136
C -2.26819 4.00097 0.28485
C -2.96679 5.02782 0.90996
C -2.46987 6.31518 0.92263
C -1.26292 6.58330 0.29350
C -0.57068 5.56497 -0.33328
C -1.05435 4.24977 -0.35913
P -0.00645 3.04198 -1.28819
C 0.18104 3.61886 -3.00114
C 0.95733 2.86610 -3.87706
C 1.14163 3.29297 -5.18188
C 0.53805 4.45947 -5.62357
C -0.27108 5.18600 -4.76364
C -0.45798 4.76662 -3.45683
C 1.63349 3.65589 -0.60090
C 2.71439 3.99184 -1.41949
C 3.90973 4.44548 -0.88262
C 4.04701 4.60095 0.48763
C 2.97477 4.30092 1.31456
C 1.78874 3.81752 0.77505
C -3.45032 2.16005 1.98492
C -4.67621 2.58828 2.47730
C -5.02062 2.32682 3.79103
C -4.16014 1.59401 4.60191
C -2.96809 1.11470 4.09072
C -2.59549 1.39863 2.77509
P -1.03259 0.71550 2.10744
C -1.20740 -1.00744 2.71484
C -2.28047 -1.72340 2.17818
C -2.50809 -3.03647 2.55327
C -1.66063 -3.65929 3.46055
C -0.60053 -2.95245 4.00556
C -0.37654 -1.63033 3.64132
C 0.20229 1.42697 3.24873
C 1.49571 0.89924 3.23837
C 2.45690 1.37684 4.11253
C 2.15406 2.41961 4.97847
C 0.89426 2.99640 4.94479
C -0.08137 2.50211 4.08769
H -3.92394 4.81399 1.36681
H -3.02450 7.10717 1.40885
H -0.86338 7.58905 0.28143
H 0.36275 5.79521 -0.82789
H 1.38537 1.93354 -3.53879
H 1.74195 2.69895 -5.85883
H 0.67467 4.78980 -6.64515
H -0.78672 6.06909 -5.11802
H -1.12940 5.31364 -2.80976
H 2.62693 3.91067 -2.49065
H 4.73264 4.68611 -1.54422
H 4.97559 4.96853 0.90655
H 3.05442 4.45147 2.37980
H 0.96061 3.60650 1.43775
H -5.35636 3.08975 1.79927
H -5.97013 2.67177 4.17916
H -4.43574 1.37186 5.62486
H -2.32459 0.50072 4.70974
H -2.95463 -1.24097 1.48042
H -3.35286 -3.57145 2.13458
H -1.82757 -4.68945 3.74815
H 0.05119 -3.42663 4.72835
H 0.44012 -1.08870 4.09860
H 1.74946 0.10644 2.54469
H 3.44805 0.93918 4.11334
H 2.90690 2.79632 5.65941
H 0.66056 3.82692 5.59882
H -1.06940 2.94402 4.09255
C 3.72332 -6.71166 -1.52497
O 2.62544 -5.83261 -1.35672
C 1.56324 -6.27869 -0.62842
C 1.44110 -7.55109 -0.10384
C 0.31156 -7.89026 0.63782
C -0.67340 -6.95065 0.86168
C -0.54996 -5.66420 0.34351
C 0.55612 -5.31879 -0.41625
N 0.80097 -4.05741 -0.98152
C 0.01548 -2.92041 -1.01302
N -1.29866 -3.16764 -1.14843
C -2.44860 -2.35833 -1.12254
C -2.52620 -0.97700 -1.08016
C -3.77370 -0.35907 -1.12047
C -4.93421 -1.10461 -1.16486
C -4.87565 -2.49231 -1.16983
C -3.64426 -3.10965 -1.15165
O -3.46881 -4.47368 -1.17110
C -4.59257 -5.28113 -0.87524
N 0.55992 -1.73572 -1.00689
C 1.95690 -1.71769 -0.70054
C 2.28093 -1.76357 0.73490
C 3.49984 -1.52926 1.20887
C 4.55718 -1.07296 0.26735
C 4.36776 -1.44023 -1.22857
C 2.94034 -1.70668 -1.61587
O 2.86617 -1.82412 -2.96436
C 1.63703 -1.62006 -3.67699
H 4.45769 -6.16652 -2.11095
H 3.42900 -7.61403 -2.06489
H 4.15629 -6.98583 -0.55982
H 2.21458 -8.28804 -0.26405
H 0.22082 -8.88955 1.04179
H -1.54846 -7.20879 1.44449
H -1.30773 -4.92798 0.55602
H 1.76902 -3.90864 -1.22505
H -1.52832 -4.13966 -1.29422
H -3.86847 0.71305 -1.19051
H -5.88737 -0.59774 -1.23051
H -5.78493 -3.07453 -1.21397
H -4.22529 -6.30218 -0.80985
H -5.34635 -5.22706 -1.66318
H -5.04392 -4.98601 0.07596
H 1.46214 -2.05105 1.38822
H 3.73560 -1.63365 2.26184
H 5.55326 -1.34826 0.61401
H 5.02436 -2.19958 -1.65486
H 1.92304 -1.57027 -4.72448
H 1.14586 -0.69153 -3.38868
H 0.95214 -2.45695 -3.53780
O -1.70571 2.49222 -5.00388
Se -1.95628 1.58273 -3.70926
O -0.60554 0.61955 -3.36673
O -2.03025 2.48694 -2.28255
O -3.25491 0.64150 -3.78403
I 6.65470 0.30916 -2.47802
C 4.72909 0.03412 -1.60570
C 4.55906 0.43941 -0.11885
N 3.26019 1.09290 -0.14919
N 2.86636 1.37191 -1.44051
C 3.64509 0.81443 -2.27753
H 5.31896 1.05553 0.36436
H 3.09466 1.87280 0.47255
H 3.48040 0.86461 -3.34381
```

Summary:
orbital gap: 7.24 eV
electronic energy: -7184.2580 Ha
energy above the lowest of the compared OMol25 structures with the same formula, charge and spin: 75.2 kcal per mole
M: 1488.384 g mol⁻¹
maximum force: 0.80 eV/A
multiplicity: 1
LUMO: -0.73 eV


(3)
DFT (ωB97M-V/def2-TZVPD) results for a molecular structure, C62H120N9O36P3 at a distorted geometry.

```
230
Properties=species:S:1:pos:R:3
C -13.69456 -7.94061 23.11446
C -13.45527 -6.43312 23.38584
C -14.51847 -5.50980 22.90932
O -14.89509 -4.78409 24.04909
C -14.15981 -5.21355 25.15421
O -14.25286 -4.73718 26.24640
O -13.46435 -6.32785 24.82173
H -12.84186 -8.56710 23.37622
H -13.64873 -8.15213 22.04617
H -14.56980 -8.39814 23.57568
H -12.52811 -6.05765 22.95281
H -15.33773 -6.04317 22.42721
H -14.06409 -4.87126 22.15175
C -12.26517 -3.62060 22.56068
C -13.33186 -2.71387 21.94526
C -13.35713 -2.50478 20.42570
O -14.79065 -2.47609 20.22967
C -15.43237 -3.08315 21.22693
O -16.61744 -3.34357 21.20437
O -14.63628 -3.33190 22.19088
H -11.22216 -3.38258 22.35194
H -12.40005 -4.62389 22.15656
H -12.43104 -3.80223 23.62256
H -13.29057 -1.72627 22.40466
H -12.87801 -3.30706 19.86455
H -12.97409 -1.50437 20.22436
C -16.51043 -11.42352 22.08438
C -15.58150 -10.74013 23.11321
C -14.75097 -11.77907 23.87854
O -13.42644 -11.27194 23.68753
C -13.36782 -10.25343 22.90692
O -12.32627 -9.65370 22.69040
O -14.53009 -9.98936 22.42946
H -17.33099 -10.75557 21.82247
H -16.95700 -12.28918 22.57359
H -16.01033 -11.62180 21.13639
H -16.15760 -10.04052 23.71881
H -14.75781 -12.77365 23.43260
H -15.13826 -11.86473 24.89382
C -9.01340 -10.50351 18.09077
C -10.16089 -9.82323 17.37518
C -11.56513 -10.00669 17.94630
O -11.75810 -8.78606 18.57509
C -10.83886 -7.91120 18.23412
O -10.72393 -6.86904 18.86402
O -10.04628 -8.39344 17.34218
H -8.99725 -10.07849 19.09436
H -8.06322 -10.27592 17.60759
H -9.02446 -11.58814 18.19831
H -10.06229 -10.28157 16.39115
H -11.63858 -10.94619 18.49407
H -12.30559 -10.20482 17.17135
C -14.24563 -13.10842 19.50640
C -13.74147 -11.73036 19.08934
C -14.69744 -11.01186 18.09661
O -14.58668 -9.69121 18.51398
C -13.94080 -9.63503 19.67961
O -13.71174 -8.58822 20.29957
O -13.69745 -10.83551 20.14286
H -15.24189 -13.06980 19.94693
H -13.68068 -13.64485 20.26876
H -14.22821 -13.72254 18.60604
H -12.70262 -11.75492 18.76028
H -15.70616 -11.39792 18.24334
H -14.46648 -11.10060 17.03506
C -10.12842 -5.29565 17.74308
C -11.15735 -4.38737 17.05767
C -11.53379 -3.09229 17.82457
O -11.00516 -2.12848 16.98493
C -10.47915 -2.59355 15.84738
O -10.08915 -1.97170 14.90020
O -10.61700 -3.92543 15.90512
H -10.36440 -5.52572 18.78205
H -9.12682 -4.86598 17.72659
H -10.08475 -6.24403 17.20758
H -12.09226 -4.89436 16.81892
H -11.20580 -3.01622 18.86126
H -12.62222 -3.03637 17.80710
C -11.84461 -8.63969 21.17611
C -11.12287 -7.34709 21.61017
C -9.73692 -7.09576 21.01120
O -9.82472 -5.77401 20.56153
C -11.07475 -5.30995 20.60312
O -11.51130 -4.28608 20.16595
O -11.85237 -6.16133 21.30376
H -11.26058 -9.55846 21.22960
H -12.39440 -8.61933 20.23513
H -12.61689 -8.92547 21.89027
H -10.97607 -7.18558 22.67809
H -9.49170 -7.83346 20.24715
H -8.93322 -7.26061 21.72882
C -14.72479 -7.67871 18.56267
C -13.82979 -6.64270 19.22974
C -12.59220 -6.11740 18.42745
O -12.80364 -4.74154 18.30157
C -13.98125 -4.38905 18.88173
O -14.44479 -3.27712 18.88434
O -14.62462 -5.48805 19.39237
H -14.40124 -8.71229 18.43960
H -15.07470 -7.35683 17.58183
H -15.67151 -7.69945 19.10247
H -13.47501 -7.02829 20.18554
H -12.47519 -6.52813 17.42460
H -11.67862 -6.18628 19.01797
C -10.65438 -1.38178 20.64013
C -9.78207 -2.27164 21.53356
C -9.28978 -3.52675 20.73789
O -7.87396 -3.39630 20.86099
C -7.50510 -2.27598 21.58501
O -6.39127 -1.95354 21.87812
O -8.60897 -1.64745 21.94221
H -10.24796 -1.10822 19.66643
H -10.79525 -0.36815 21.01537
H -11.67012 -1.69896 20.40400
H -10.41106 -2.53056 22.38528
H -9.70381 -3.44301 19.73308
H -9.64236 -4.46454 21.16723
C -11.70873 -7.15554 27.18354
C -10.76779 -6.74329 26.04840
C -11.16034 -7.21435 24.65596
O -11.21917 -6.01850 23.91124
C -10.96505 -4.94701 24.70070
O -10.89899 -3.78403 24.37717
O -10.76962 -5.34777 25.96039
H -11.52311 -6.59918 28.10229
H -11.65248 -8.23133 27.34975
H -12.73850 -6.86865 26.97053
H -9.78166 -7.16423 26.24447
H -12.18278 -7.58556 24.72610
H -10.42140 -7.95932 24.36087
C -12.33675 -12.90778 21.66935
C -11.52383 -12.23740 20.52270
C -11.31397 -10.77729 20.73501
O -9.92455 -10.56654 20.74524
C -9.33790 -11.74821 20.52670
O -8.06997 -11.91344 20.40770
O -10.22466 -12.74470 20.48274
H -12.32460 -13.98340 21.49335
H -13.34122 -12.49143 21.74539
H -11.84053 -12.81162 22.63508
H -11.99424 -12.46629 19.56643
H -11.89658 -10.53691 21.62432
H -11.80041 -10.37994 19.84417
O -5.32017 -6.47200 20.89668
P -6.24429 -7.23928 20.02005
N -5.41095 -8.09455 18.85141
C -5.02586 -7.34043 17.66888
C -4.49958 -9.23657 19.18445
N -7.53566 -6.42026 19.09117
C -7.97647 -5.08237 19.53790
C -8.50540 -7.16319 18.31167
N -7.28323 -8.29794 20.92020
C -7.74730 -9.56542 20.36763
C -7.47103 -8.12872 22.32999
H -4.10540 -6.76064 17.73744
H -5.88008 -6.79712 17.26487
H -4.91193 -8.10303 16.89846
H -3.85905 -8.80349 19.95274
H -3.96690 -9.56050 18.29034
H -5.04197 -10.02281 19.70955
H -7.15208 -4.38141 19.40690
H -8.82267 -4.81234 18.90613
H -8.12917 -5.00746 20.61454
H -9.31073 -7.46712 18.98039
H -8.95364 -6.56389 17.51920
H -8.07171 -8.05215 17.85368
H -7.50064 -9.63837 19.30842
H -7.21592 -10.36108 20.88981
H -8.81924 -9.69158 20.51981
H -7.29254 -7.07923 22.56413
H -6.73354 -8.79456 22.77816
H -8.45190 -8.31187 22.76867
O -5.69301 -6.01563 24.85876
P -6.60103 -5.06518 24.13948
N -7.42540 -3.95947 25.14700
C -8.14702 -2.75183 24.63712
C -7.93466 -4.44899 26.46711
N -7.96357 -5.83527 23.38183
C -9.00402 -5.11161 22.66439
C -8.34559 -7.18586 23.72406
N -5.87437 -4.05038 22.92966
C -4.88487 -3.06850 23.35060
C -5.66987 -4.72298 21.63227
H -9.21679 -2.90998 24.50048
H -7.77305 -2.44278 23.66104
H -8.11831 -1.94378 25.36810
H -8.93282 -4.88222 26.40316
H -7.95417 -3.66109 27.22006
H -7.32277 -5.24754 26.88666
H -9.70076 -5.76877 22.14400
H -9.62503 -4.61843 23.41220
H -8.46440 -4.43263 22.00417
H -7.54301 -7.90804 23.87387
H -8.85652 -7.18161 24.68688
H -8.99192 -7.59514 22.94762
H -3.88628 -3.49761 23.43299
H -4.71802 -2.26241 22.63613
H -5.08164 -2.70542 24.35935
H -5.13632 -4.08000 20.93225
H -6.55126 -5.16101 21.16391
H -4.96789 -5.55122 21.72894
O -9.24991 -8.53052 25.67144
P -9.57803 -9.78911 25.01362
N -9.14925 -9.74043 23.34975
C -7.70096 -9.62438 23.00051
C -10.11232 -9.20435 22.33714
N -11.23031 -10.28831 25.03318
C -12.32429 -9.39776 25.44341
C -11.58558 -11.60469 24.63371
N -8.77339 -11.17882 25.68152
C -8.74411 -11.39775 27.16745
C -8.52347 -12.37289 24.96066
H -7.47691 -9.65692 21.93428
H -7.18712 -10.45672 23.48143
H -7.20455 -8.76503 23.45128
H -9.69976 -9.21573 21.32830
H -10.33657 -8.17943 22.63267
H -10.99772 -9.83992 22.35187
H -13.09076 -9.92632 26.01021
H -11.86634 -8.63271 26.07036
H -12.77682 -8.96095 24.55318
H -11.28041 -12.26605 25.44463
H -12.64462 -11.67588 24.38582
H -11.12386 -11.93692 23.70391
H -9.23810 -10.58294 27.69675
H -9.32227 -12.26980 27.47304
H -7.72192 -11.36080 27.54408
H -8.48850 -12.20687 23.88394
H -9.40132 -12.99968 25.11759
H -7.61693 -12.86191 25.31721
```

Summary:
orbital gap: 3.62 eV
electronic energy: -6656.0833 Ha
M: 1660.591 g mol⁻¹
maximum force: 18.91 eV/A
multiplicity: 1
LUMO: -1.27 eV